60
Properties=species:S:1:pos:R:3 method="wB97M-V/def2-TZVPD" homo_lumo_gap_ev=9.081 e_above_lowest_kcal_mol=14.5 max_force_ha_per_bohr=0.0171 e_tot_ha=-1757.30080 charge=0
N 1.63806 0.70987 -2.68256
C -3.69367 0.04091 -0.90561
S 1.17427 -0.89748 -2.86817
O 2.29310 -1.72097 -2.51180
C 0.15635 -1.66708 -0.43758
H 2.69991 -0.67327 1.06667
H -5.31673 -1.62902 2.74542
H 3.43525 1.41358 2.11835
C -1.32642 -0.42587 -1.88694
C -0.09682 -1.01319 -1.62585
C -2.04480 -1.16035 0.29398
C 4.05636 0.82671 -2.30186
C 4.81677 -0.91149 0.71570
O 0.58882 -1.08728 -4.16798
H -4.23839 -0.17227 -1.82397
C -3.18351 -1.38708 2.44732
C -0.81664 -1.74792 0.54773
C 0.84410 1.15044 2.47766
H -0.62894 -2.24880 1.48169
H -4.68672 -0.02672 3.15270
H 3.24634 2.80810 1.02359
H 2.88903 2.12378 -3.55389
C -0.53522 1.11910 2.59587
H 5.12464 -0.41034 1.63097
H 4.17291 -0.23525 -2.12034
H -1.50097 0.05439 -2.83656
H -4.95325 0.00608 0.88902
H 4.80766 -1.98343 0.89300
C -4.32191 -0.66935 0.30752
H -1.35097 2.57390 -0.34014
C -5.13178 -1.88490 -0.14685
C -0.73620 2.16928 0.45141
C 3.42654 -0.44413 0.28252
H 3.11668 -0.97112 -0.61972
H -0.98908 0.68441 3.47340
O 3.73259 2.86056 -1.11877
C 2.91547 1.06319 -3.29665
H 5.55016 -0.69310 -0.05625
C 1.44302 1.70530 1.35610
N -3.17531 -1.10914 1.10849
H -2.40179 1.63582 1.68917
C -2.29930 -0.50866 -0.91936
H -5.99815 -1.56333 -0.71907
H -3.66825 1.12462 -0.76921
C 0.63993 2.20061 0.33523
C 3.72745 1.64116 -1.05881
H 1.45685 0.75282 3.27445
H -5.47651 -2.47184 0.70028
H -4.35265 -1.40153 4.21234
H -4.51210 -2.52287 -0.77291
C -4.47606 -1.09441 3.17726
H 0.88369 1.28892 -3.01873
O -2.20577 -1.81046 3.02450
H 1.11711 -2.13426 -0.30232
C 2.94143 1.77444 1.21202
H 4.97593 1.22524 -2.73375
H 3.07800 0.47430 -4.20720
N 3.38781 0.98866 0.07227
C -1.32588 1.63809 1.58694
H 1.10754 2.62261 -0.54069